Computed, not measured: a 2-piece molecular cluster, C6H17N2 overall at a distorted geometry, with ωB97M-V/def2-TZVPD.

The total energy is -347.8726 Ha. The value obtained for the HOMO-LUMO gap is 6.353 eV. For the strongest force on any atom, the calculation gives 4.27 eV/A. The total charge is +1. Its relative energy (zero: lowest compared OMol25 entry of this formula, charge and spin) is 136.96 kcal per mole. The HOMO energy is -14.205 eV.

Geometry (Å):
C1 -0.17 -1.08 -0.75
N1 -1.43 -1.27 -0.15
C2 -2.16 -0.05 0.11
C3 -3.24 -0.30 1.15
C4 0.99 -0.55 0.20
N2 0.84 0.80 0.46
C5 3.45 -0.19 0.41
C6 2.39 -0.79 -0.49
H1 0.29 -2.05 -0.99
H2 -0.28 -0.44 -1.63
H3 -1.95 -2.04 -0.56
H4 -1.40 0.68 0.47
H5 -2.54 0.45 -0.79
H6 -2.87 -0.86 2.00
H7 -4.09 -0.85 0.71
H8 -3.71 0.64 1.45
H9 0.95 -1.06 1.18
H10 -0.97 5.04 -1.78
H11 0.22 0.83 1.29
H12 -0.26 5.14 -1.97
H13 3.51 -0.67 1.39
H14 3.27 0.89 0.48
H15 4.43 -0.25 -0.05
H16 2.26 -0.19 -1.40
H17 2.45 -1.84 -0.76


Computed, not measured: a 2-piece molecular cluster, C4H9NO overall at a distorted geometry, with ωB97M-V/def2-TZVPD.

The total energy is -287.6886 Ha. Its SMILES is C=CN.C=CO. The value obtained for the HOMO-LUMO gap is 9.488 eV. For the strongest force on any atom, the calculation gives 4.98 eV/A. The total charge is 0. Its relative energy (zero: lowest compared OMol25 entry of this formula, charge and spin) is 90.29 kcal per mole. The HOMO energy is -8.630 eV.

Geometry (Å):
C1 0.08 1.50 2.39
C2 -0.15 0.15 2.36
N1 0.44 -0.67 1.42
H1 0.76 1.98 1.85
H2 -0.19 2.23 3.11
H3 -0.77 -0.53 3.01
H4 1.16 -0.30 0.77
H5 -0.17 -1.18 0.85
C3 -0.42 -1.08 -3.02
C4 0.21 -0.45 -2.04
O1 -0.43 0.55 -1.36
H6 -0.20 -1.74 -3.84
H7 -1.48 -1.09 -2.98
H8 1.25 -0.46 -1.81
H9 -0.10 1.08 -0.71


Computed, not measured: C36H29BrClINPPd as an isolated structure, with ωB97M-V/def2-TZVPD.

The total energy is -5245.1083 Ha. The value obtained for the HOMO-LUMO gap is 7.574 eV. For the strongest force on any atom, the calculation gives 0.48 eV/A. The total charge is 0. Its relative energy (zero: lowest compared OMol25 entry of this formula, charge and spin) is 6.39 kcal per mole. The HOMO energy is -7.338 eV.

Geometry (Å):
Pd1 0.08 0.63 -1.04
I1 4.44 3.67 2.49
C1 4.34 2.07 1.17
C2 5.37 1.15 1.08
C3 5.24 0.11 0.18
C4 4.09 0.03 -0.59
N1 3.10 0.92 -0.51
C5 3.22 1.92 0.35
H1 6.25 1.25 1.71
H2 6.02 -0.64 0.08
H3 3.95 -0.78 -1.29
H4 2.40 2.63 0.39
C6 -0.50 0.55 5.53
C7 -0.08 -0.65 4.97
C8 -0.18 -0.85 3.60
C9 -0.69 0.15 2.78
C10 -1.10 1.36 3.35
C11 -1.01 1.56 4.72
P1 -0.87 -0.02 0.98
C12 -0.12 -1.64 0.59
C13 1.27 -1.70 0.71
C14 1.96 -2.86 0.39
C15 1.26 -3.97 -0.07
C16 -0.12 -3.92 -0.21
C17 -0.81 -2.76 0.12
C18 -2.66 -0.34 0.78
C19 -3.40 -1.03 1.75
C20 -4.73 -1.32 1.53
C21 -5.35 -0.92 0.34
C22 -4.62 -0.23 -0.61
C23 -3.28 0.06 -0.40
H5 -0.42 0.71 6.60
H6 0.31 -1.43 5.61
H7 0.13 -1.79 3.17
H8 -1.48 2.15 2.71
H9 -1.32 2.50 5.15
H10 1.82 -0.84 1.06
H11 3.03 -2.90 0.51
H12 1.79 -4.88 -0.32
H13 -0.65 -4.78 -0.58
H14 -1.89 -2.72 0.01
H15 -2.92 -1.34 2.67
H16 -5.30 -1.86 2.28
H17 -6.39 -1.15 0.17
H18 -5.10 0.09 -1.53
H19 -2.70 0.61 -1.14
Br1 -0.26 7.30 -1.27
C24 -0.18 5.40 -1.25
C25 0.89 4.76 -1.85
C26 0.94 3.37 -1.84
C27 -0.06 2.61 -1.22
C28 -1.12 3.30 -0.62
C29 -1.19 4.69 -0.64
H20 1.68 5.33 -2.32
H21 1.78 2.88 -2.31
H22 -1.92 2.75 -0.13
H23 -2.02 5.20 -0.18
Cl1 -0.79 -5.24 -3.69
C30 -0.44 -3.54 -3.55
C31 0.87 -3.13 -3.35
C32 1.14 -1.78 -3.21
C33 0.12 -0.82 -3.27
C34 0.39 0.62 -3.07
C35 -1.19 -1.28 -3.47
C36 -1.47 -2.62 -3.61
H24 1.66 -3.86 -3.31
H25 2.16 -1.44 -3.05
H26 -0.31 1.28 -3.55
H27 1.43 0.91 -3.22
H28 -2.00 -0.55 -3.52
H29 -2.49 -2.97 -3.76


Computed, not measured: C21H18BN3S4SeW as an isolated structure at a distorted geometry, with ωB97M-V/def2-TZVPD.

The total energy is -5060.8701 Ha. The value obtained for the HOMO-LUMO gap is 5.445 eV. For the strongest force on any atom, the calculation gives 1.73 eV/A. The total charge is +2. Its relative energy (zero: lowest compared OMol25 entry of this formula, charge and spin) is 7.30 kcal per mole. The HOMO energy is -14.659 eV.

Geometry (Å):
W1 0.38 -0.14 -0.23
S1 2.00 -0.17 -1.98
C1 1.53 -1.05 -3.41
C2 2.46 -1.23 -4.43
C3 2.08 -1.88 -5.59
C4 0.78 -2.35 -5.75
C5 -0.15 -2.17 -4.74
C6 0.24 -1.53 -3.58
S2 -0.92 -1.31 -2.25
C7 -0.74 -2.92 -1.39
C8 -1.45 -2.76 -0.09
C9 -2.26 -3.76 0.41
C10 -2.96 -3.54 1.58
C11 -2.84 -2.31 2.20
C12 -2.00 -1.35 1.66
C13 -1.91 -0.02 2.32
S3 -0.21 0.63 2.27
C14 -0.52 2.34 1.88
C15 -0.26 3.30 2.84
C16 -0.54 4.63 2.56
C17 -1.08 4.98 1.33
C18 -1.34 4.01 0.37
C19 -1.04 2.69 0.63
S4 -1.34 1.47 -0.63
N1 -1.29 -1.57 0.54
H1 3.47 -0.85 -4.31
H2 2.80 -2.01 -6.39
H3 0.49 -2.86 -6.66
H4 -1.17 -2.51 -4.87
H5 0.32 -3.15 -1.28
H6 -1.21 -3.69 -2.01
H7 -2.35 -4.70 -0.13
H8 -3.58 -4.32 2.00
H9 -3.39 -2.09 3.11
H10 -2.21 -0.08 3.36
H11 -2.55 0.71 1.80
H12 0.16 3.00 3.79
H13 -0.33 5.39 3.30
H14 -1.30 6.02 1.11
H15 -1.76 4.29 -0.59
Se1 1.90 -1.81 0.88
C20 0.97 -2.23 2.40
N2 0.36 -2.50 3.34
B1 3.81 2.15 1.48
C21 2.57 1.75 0.78
N3 1.63 1.26 0.25
H16 3.58 2.83 2.44
H17 4.14 1.04 1.86
H18 4.59 2.62 0.71